1.
The following is a DFT calculation (the ωB97M-V functional and the def2-TZVPD basis) of C3H5FOS as an isolated structure in a non-equilibrium geometry.

Highest occupied orbital energy ... -8.75 eV
Molar mass ... 108.1 u
Gap between HOMO and LUMO ... 9.1 eV
Relative energy (zero: lowest compared OMol25 entry of this formula, charge and spin) ... 64.10 kcal per mole
E_LUMO ... 0.0112 Eh

```
11
Properties=species:S:1:pos:R:3:forces:R:3
C 1.587685 -1.154590 -0.178436 -1.303 1.466 0.733
C -0.387815 0.058282 0.245119 -1.546 -1.077 -0.159
C -1.232081 1.279385 -0.201498 0.882 0.112 4.930
H 0.800440 -1.977221 0.213281 2.930 1.067 -0.408
H 2.292198 -0.460949 0.728226 -1.757 -3.002 -2.973
H 1.858138 -1.214208 -1.272793 1.574 -1.029 1.696
H -0.729267 2.249868 0.164764 -0.504 -1.388 -0.960
H -1.612952 1.323133 -1.158475 -0.002 -0.125 -2.396
O 0.598468 -0.156329 -0.552575 0.594 1.673 -0.184
F -2.343578 1.110269 0.612369 -0.816 0.927 -0.125
S -0.831235 -1.057640 1.400017 -0.053 1.377 -0.153
```
Positions in Å, forces in eV/Å.

=====

2.
The following is a DFT calculation (the ωB97M-V functional and the def2-TZVPD basis) of a 4-piece molecular cluster, C27H36BrN5O overall in a non-equilibrium geometry.

Net charge ... +3
Highest occupied orbital energy (spin up / spin down) ... -12.17 / -14.85 eV
Molar mass ... 526.5 u
Gap between HOMO and LUMO (spin up / spin down) ... 2.7 / 5.4 eV
Multiplicity ... 2
E_LUMO (spin up / spin down) ... -0.3470 / -0.3470 Eh

```
70
Properties=species:S:1:pos:R:3:forces:R:3
Br -18.442120 7.686790 12.880350 -0.708 0.289 -0.016
C -21.080430 11.471810 15.199120 0.116 -0.770 -1.593
C -21.344780 10.283090 14.188250 -3.763 1.864 -2.767
O -21.954740 10.427630 13.106170 2.894 -1.162 4.020
N -21.067720 8.865670 14.719500 -1.017 0.594 -0.036
H -20.241990 8.478170 14.285780 1.799 -0.264 -0.918
H -20.849640 9.043720 15.689470 -0.009 -0.561 0.640
C -22.170900 7.783710 14.454540 0.902 1.501 1.626
H -21.312870 12.447000 14.771230 0.468 -0.270 -1.082
H -20.017760 11.422760 15.436650 -0.199 0.177 0.776
H -21.812110 11.591750 15.998080 0.331 -1.280 0.668
H -21.885120 7.322470 13.509190 -0.923 0.516 -0.255
H -23.036710 8.386280 14.729110 -0.704 -0.624 -1.408
H -22.152570 7.018530 15.230600 0.665 0.110 0.109
C -19.791230 3.607180 13.404450 2.460 -0.818 1.180
N -20.872850 4.056950 12.732710 -4.077 0.391 -2.536
C -22.102600 3.617070 13.001390 -1.510 0.459 0.194
C -23.177600 4.149170 12.339620 -1.014 -1.267 1.381
C -23.080230 5.122800 11.359970 -2.278 1.989 -2.679
C -21.776030 5.539250 11.112340 0.277 0.131 -0.642
C -20.768210 4.974940 11.789690 1.972 1.673 -0.816
C -24.230650 5.725480 10.565150 1.319 -2.672 5.743
C -25.529880 5.764520 11.141260 -2.195 -0.021 -1.315
C -26.648310 6.122150 10.353140 2.139 -1.800 4.112
N -26.488700 6.576260 9.132730 -1.341 0.060 -1.552
C -25.253120 6.724670 8.663780 3.334 0.180 -0.027
C -24.113870 6.309550 9.376130 -1.040 2.135 -4.022
C -27.690570 6.807270 8.333230 -0.886 0.101 0.039
H -18.994260 3.698890 12.666530 0.747 -0.121 0.964
H -19.979980 2.558800 13.635510 0.565 0.166 0.591
H -19.788940 4.323970 14.225610 1.492 -0.730 0.739
H -22.207350 2.937320 13.834080 -0.054 -0.278 -0.198
H -24.136420 3.742230 12.625010 -0.148 0.014 -0.055
H -21.467480 6.290130 10.400040 -0.339 0.145 -0.047
H -19.787370 5.401560 11.640190 0.311 -0.260 0.072
H -25.724540 5.439470 12.152620 0.022 -0.085 -0.030
H -27.629780 5.932300 10.761880 -0.162 0.403 -0.242
H -25.080870 7.237360 7.728960 -0.505 -0.140 -0.167
H -23.145560 6.468710 8.925060 -0.026 -0.015 -0.243
H -28.514140 6.201210 8.710750 0.298 -0.301 0.146
H -27.575040 6.506390 7.291960 0.298 0.435 0.093
H -28.060640 7.819330 8.497180 0.345 0.215 -0.537
C -18.376370 10.924020 11.006120 1.177 -0.081 -0.077
N -19.017500 10.278990 9.817680 -0.542 -0.316 -0.134
C -20.121670 10.812620 9.250900 1.610 -0.688 -0.269
C -20.565720 10.344750 7.991800 -1.508 2.708 2.820
C -20.072340 9.247900 7.388530 0.767 -2.109 0.606
C -19.073540 8.549820 8.157520 1.196 1.599 -0.741
C -18.449940 9.175110 9.265940 -1.739 -0.287 -0.169
C -20.714730 8.751170 6.108740 1.002 2.002 -0.271
C -21.150240 9.705010 5.114330 -1.073 -1.233 0.843
C -21.741290 9.240800 3.965360 1.893 -1.557 -0.683
N -21.664310 7.890210 3.664660 -1.315 -0.332 2.211
C -21.331250 6.999340 4.637890 0.245 0.548 -0.827
C -20.788560 7.405840 5.845090 -0.444 0.032 -0.231
C -22.241120 7.363580 2.415210 0.429 1.579 -1.172
H -17.702640 10.241740 11.524480 -0.278 -0.520 -0.307
H -19.024640 11.293590 11.800640 -0.560 0.022 -0.722
H -17.719690 11.692400 10.598140 -0.321 0.346 0.120
H -20.487100 11.630510 9.854160 -0.632 0.179 -0.556
H -21.455880 10.891170 7.717150 -0.020 -0.115 -0.796
H -18.538610 7.718960 7.721710 -0.158 -0.320 0.146
H -17.631330 8.810960 9.868990 0.195 -0.509 -0.425
H -21.248570 10.774740 5.225750 0.585 0.062 0.508
H -22.006190 9.896930 3.149450 -0.370 -0.020 0.027
H -21.482310 5.960280 4.385040 0.160 -0.060 -0.050
H -20.468940 6.696430 6.594080 -0.076 -0.223 -0.156
H -23.330340 7.381200 2.378030 0.047 -0.504 0.607
H -21.762300 6.440090 2.089610 -0.231 0.065 0.334
H -21.974470 8.158440 1.718650 0.104 -0.375 -0.547
```
Positions in Å, forces in eV/Å.

=====

3.
The following is a DFT calculation (the ωB97M-V functional and the def2-TZVPD basis) of a 2-piece molecular cluster, C4H16N2O2 overall in a non-equilibrium geometry.

Net charge ... +3
Highest occupied orbital energy (spin up / spin down) ... -20.16 / -20.14 eV
Molar mass ... 124.2 u
Gap between HOMO and LUMO (spin up / spin down) ... 9.2 / 2.3 eV
Relative energy (zero: lowest compared OMol25 entry of this formula, charge and spin) ... 44.47 kcal per mole
Multiplicity ... 2
E_LUMO (spin up / spin down) ... -0.4031 / -0.6544 Eh

```
24
Properties=species:S:1:pos:R:3:forces:R:3
C 0.708642 -2.467096 0.335159 1.585 -0.792 -1.407
O 2.066130 -1.959726 0.391412 -1.697 -0.160 0.348
C -0.190071 -1.187084 -0.076200 -0.062 1.478 -0.927
C -0.190787 -0.011604 0.938804 5.977 -0.821 -0.077
C -0.228225 1.371790 0.329510 0.346 -0.555 -3.667
N -0.675598 2.384420 1.293109 4.598 2.161 0.231
N -1.615716 -1.672150 -0.231485 -1.789 -0.970 -0.755
H 0.857857 -3.339884 -0.422594 -1.585 1.375 1.207
H 0.422361 -2.804430 1.351598 0.192 0.146 -0.011
H 2.458716 -2.427444 -0.373950 1.415 0.034 -0.216
H 0.202424 -0.750776 -1.082645 -0.857 -1.134 1.440
H 0.822399 -0.146678 1.618621 -2.024 0.532 -1.841
H -0.831645 -0.058043 1.707404 -3.231 -0.880 2.457
H -1.019607 1.385722 -0.486715 1.093 0.011 0.667
H 0.783643 1.638046 -0.196928 -1.944 -0.240 1.054
H -1.445769 2.916866 0.964180 -1.669 0.380 0.130
H 0.129335 3.159494 1.281626 -1.921 -1.699 0.666
H -0.717058 1.990854 2.234431 -0.568 0.670 0.270
H -1.718037 -2.463612 -0.946035 0.173 0.947 0.944
H -2.044286 -2.039233 0.688675 0.665 0.650 -1.463
H -2.296480 -0.919802 -0.617132 1.321 -1.096 0.775
H 2.091513 2.146592 -3.338617 -0.504 0.082 0.100
H 1.200523 3.079766 -2.481102 0.122 -0.991 -0.879
O 1.229747 2.174011 -2.881116 0.364 0.871 0.956
```
Positions in Å, forces in eV/Å.

=====

4.
The following is a DFT calculation (the ωB97M-V functional and the def2-TZVPD basis) of a single C21H25FN2O2S molecule.

Highest occupied orbital energy ... -7.63 eV
SMILES ... COc1ccc(N2CCN(C(=O)CCSCc3ccccc3F)CC2)cc1
Molar mass ... 388.5 u
Gap between HOMO and LUMO ... 8.2 eV
Relative energy (zero: lowest compared OMol25 entry of this formula, charge and spin) ... 36.36 kcal per mole
E_LUMO ... 0.0222 Eh

```
52
Properties=species:S:1:pos:R:3:forces:R:3
C -2.016182 -5.490071 -5.944291 -0.005 -0.199 0.033
H -1.065088 -5.872480 -5.558490 -0.041 0.014 0.002
O -1.977295 -4.098115 -6.131483 0.020 0.351 0.023
C -1.762856 -3.303510 -5.040060 0.013 0.023 0.083
C -1.740884 -1.928563 -5.278574 0.034 -0.190 -0.042
C -1.542539 -1.038543 -4.249430 0.055 -0.110 -0.015
C -1.342361 -1.482340 -2.937761 -0.049 -0.368 -0.132
C -1.359869 -2.854952 -2.710803 0.091 0.356 0.140
C -1.573869 -3.755499 -3.742635 -0.095 -0.262 -0.403
H -1.579974 -4.809484 -3.512396 -0.008 -0.097 -0.025
H -1.195569 -3.249268 -1.719898 0.018 0.004 0.102
N -1.202715 -0.541429 -1.912742 -0.105 0.180 0.237
C -1.342150 -0.956019 -0.537521 -0.255 0.161 0.097
H -2.127813 -1.709283 -0.465186 0.050 -0.007 0.014
C -1.755291 0.262294 0.302323 -0.021 -0.406 0.085
N -0.783088 1.318059 0.163057 -0.201 -0.040 -0.472
C 0.011065 1.857797 1.114590 -0.161 0.084 0.525
O 0.840969 2.708007 0.846473 0.316 0.173 0.003
C -0.153844 1.365801 2.544879 0.168 0.192 -0.152
C 0.628970 0.071851 2.750228 -0.030 -0.045 0.558
H 1.629176 0.150271 2.328193 0.011 -0.041 -0.134
H 0.121850 -0.780590 2.298743 0.078 -0.006 -0.087
S 0.817152 -0.340066 4.520404 0.123 -0.099 -0.049
C 2.480542 0.369127 4.852607 -0.407 -0.365 -0.252
C 2.538250 1.816651 4.499931 0.276 0.116 -0.213
C 3.192714 2.256244 3.354270 -0.104 0.087 0.338
C 3.201450 3.581826 2.966754 0.032 -0.105 -0.018
C 2.537543 4.509335 3.748107 0.064 -0.062 -0.060
C 1.886381 4.105091 4.902872 -0.111 0.008 0.145
C 1.885242 2.772804 5.271642 0.123 0.069 -0.118
H 1.360989 2.451073 6.159705 -0.065 -0.030 0.090
H 1.370092 4.829533 5.514328 -0.039 0.071 0.051
H 2.526082 5.546773 3.452794 0.005 0.095 -0.040
H 3.707524 3.863595 2.058339 0.042 0.014 -0.120
F 3.853566 1.353869 2.590222 -0.084 0.040 0.002
H 2.630079 0.208507 5.919565 0.073 -0.007 -0.019
H 3.203668 -0.217438 4.286551 0.043 0.091 0.160
H 0.267254 2.144201 3.183466 -0.099 -0.054 -0.131
H -1.199992 1.231539 2.819606 0.001 -0.014 0.035
C -0.606673 1.709301 -1.221765 0.396 0.082 -0.251
C -0.193759 0.490749 -2.046017 -0.049 0.308 0.033
H -0.081769 0.770181 -3.091893 0.017 -0.005 0.039
H 0.781564 0.128957 -1.678055 -0.008 0.034 -0.064
H 0.161878 2.482219 -1.256922 -0.131 -0.086 -0.016
H -1.552518 2.109248 -1.602219 0.042 -0.021 -0.028
H -1.876598 -0.032975 1.341663 0.014 0.051 0.004
H -2.718027 0.629502 -0.074599 0.027 -0.096 0.084
H -0.403161 -1.372943 -0.133467 -0.054 -0.042 0.008
H -1.558666 0.019756 -4.460112 -0.036 0.111 -0.009
H -1.895129 -1.581262 -6.287898 -0.030 0.055 -0.123
H -2.825970 -5.783533 -5.267529 0.042 0.009 -0.012
H -2.200350 -5.915797 -6.929565 0.015 -0.024 0.092
```
Positions in Å, forces in eV/Å.

=====

Q: molar mass of number 4 (C21H25FN2O2S)?
A: 388.5 u